2 unconnected molecules or ions with the total composition C20H26N6O5S2. Source: OMol25; level of theory: ωB97M-V with the def2-TZVPD basis set.

As for the relative energy (zero: lowest compared OMol25 entry of this formula, charge and spin): 0.1831 eV. As for the structure (SMILES): Cc1ccc(-n2cc(-c3ccc(S(N)(=O)=O)s3)nn2)cc1.CNC(=O)[C@@H](NC(C)=O)[C@@H](C)O.

Geometry (Å):
O (3.48753, -3.43694, 1.68644)
O (-0.41720, -3.40772, -1.13177)
O (5.61492, 1.01679, 2.54265)
O (5.41729, -0.73694, 0.85104)
N (1.35323, 4.65375, -0.28113)
N (0.56750, 5.40412, -0.96958)
O (-0.76527, -1.81122, 1.30885)
S (3.20814, 2.37658, 0.80630)
C (2.43600, -4.05477, 1.74381)
C (-0.67842, -4.22620, -0.25712)
C (0.98953, 0.99805, 0.61762)
C (1.96929, 0.10546, 1.21656)
C (0.86145, 3.36264, -0.30951)
C (1.52112, 2.23838, 0.33705)
C (-0.26912, 3.33968, -1.05805)
C (3.19055, 0.71840, 1.33827)
C (-2.16911, 4.28348, -3.19723)
C (-1.67325, 6.51404, -2.42453)
C (-3.12878, 4.80551, -4.07411)
C (-2.63675, 7.03417, -3.29307)
C (-1.42584, 5.13189, -2.35708)
C (-3.37400, 6.18357, -4.12306)
N (-0.43774, 4.64135, -1.48649)
N (-1.59491, -5.17128, -0.48748)
N (1.39887, -3.68978, 0.99224)
N (4.32767, -1.08310, 3.03709)
C (2.31700, -5.23625, 2.68541)
C (-4.40001, 6.74511, -5.06983)
C (-2.10697, -6.16522, 0.45686)
C (-0.33497, -2.90035, 3.37224)
C (-0.01262, -4.10386, 1.12035)
C (-0.81883, -3.07352, 1.93274)
S (4.74687, 0.03195, 1.89679)
H (-0.85900, -1.94166, 0.35574)
H (-0.03650, 0.70665, 0.41622)
H (1.76358, -0.92116, 1.50960)
H (-0.88118, 2.47635, -1.27912)
H (-1.99609, 3.21280, -3.19210)
H (-1.11207, 7.19848, -1.79431)
H (-3.68448, 4.13425, -4.72253)
H (-2.80416, 8.10712, -3.32420)
H (-1.97767, -5.17111, -1.42270)
H (1.58793, -2.95225, 0.32723)
H (5.17457, -1.24001, 3.55995)
H (4.08719, -1.91894, 2.50327)
H (1.98447, -6.11119, 2.13104)
H (1.61983, -5.00252, 3.48469)
H (3.29698, -5.43997, 3.11592)
H (-5.26681, 6.08032, -5.13319)
H (-3.96738, 6.85406, -6.06901)
H (-4.74659, 7.72617, -4.73072)
H (-2.90887, -6.73891, -0.01202)
H (-1.31319, -6.85555, 0.74928)
H (-2.51024, -5.67288, 1.34393)
H (-0.38287, -3.85296, 3.89691)
H (-0.98314, -2.18909, 3.88443)
H (0.68412, -2.51432, 3.39185)
H (-0.07184, -5.06419, 1.62523)
H (-1.85972, -3.39723, 1.96234)

Which charges does Löwdin predict for the atoms? In e, they are: atom 1 (O): 0.028, atom 2 (O): 0.057, atom 3 (O): -0.336, atom 4 (O): -0.324, atom 5 (N): 0.067, atom 6 (N): 0.059, atom 7 (O): -0.023, atom 8 (S): 1.103, atom 9 (C): -0.522, atom 10 (C): -0.450, atom 11 (C): -0.088, atom 12 (C): -0.119, atom 13 (C): -0.308, atom 14 (C): -0.453, atom 15 (C): 0.015, atom 16 (C): -0.594, atom 17 (C): -0.012, atom 18 (C): -0.008, atom 19 (C): -0.038, atom 20 (C): -0.035, atom 21 (C): -0.191, atom 22 (C): -0.283, atom 23 (N): -0.063, atom 24 (N): 0.042, atom 25 (N): 0.145, atom 26 (N): -0.067, atom 27 (C): 0.019, atom 28 (C): -0.057, atom 29 (C): -0.057, atom 30 (C): -0.015, atom 31 (C): -0.165, atom 32 (C): -0.381, atom 33 (S): 0.573, atom 34 (H): 0.080, atom 35 (H): 0.104, atom 36 (H): 0.087, atom 37 (H): 0.129, atom 38 (H): 0.102, atom 39 (H): 0.107, atom 40 (H): 0.113, atom 41 (H): 0.113, atom 42 (H): 0.150, atom 43 (H): 0.151, atom 44 (H): 0.071, atom 45 (H): 0.008, atom 46 (H): 0.084, atom 47 (H): 0.069, atom 48 (H): 0.092, atom 49 (H): 0.079, atom 50 (H): 0.085, atom 51 (H): 0.077, atom 52 (H): 0.091, atom 53 (H): 0.086, atom 54 (H): 0.081, atom 55 (H): 0.079, atom 56 (H): 0.091, atom 57 (H): 0.084, atom 58 (H): 0.130, atom 59 (H): 0.139



A molecular structure, C20H27BeClIN4O6. Source: OMol25; level of theory: ωB97M-V with the def2-TZVPD basis set.

The net charge is +1. As for the relative energy (zero: lowest compared OMol25 entry of this formula, charge and spin): 0.0000 eV.

Geometry (Å):
Be (1.39043, 1.07144, -0.94032)
C (-1.93341, 4.26128, 0.76317)
N (-1.24851, 3.67734, -0.34596)
C (-1.93086, 3.81147, -1.60714)
C (-0.24104, 2.84159, -0.29199)
O (0.21093, 2.21303, -1.31195)
C (0.54814, 2.57866, 0.95077)
O (1.49449, 1.49383, 0.80657)
C (2.84635, 1.49850, 1.09837)
C (3.58195, 1.16934, -0.12329)
O (2.93008, 1.18554, -1.17749)
N (4.86622, 0.96792, -0.00398)
C (5.60851, 0.60116, -1.25690)
C (5.57302, 1.00771, 1.25919)
H (-1.45362, 3.93442, 1.69139)
H (-2.99292, 3.97295, 0.64203)
H (-1.88690, 5.33284, 0.63465)
H (-1.32142, 3.65413, -2.50949)
H (-2.41572, 4.80896, -1.77230)
H (-2.78463, 3.06765, -1.62468)
H (-0.13422, 2.32812, 1.78735)
H (1.11432, 3.47381, 1.25973)
H (3.00444, 0.78617, 1.94382)
H (3.22143, 2.48946, 1.45865)
H (4.95689, 0.60771, -2.10202)
H (6.01157, -0.38276, -1.20641)
H (6.44928, 1.23203, -1.45279)
H (5.34393, 1.87962, 1.85355)
H (6.62785, 1.13886, 1.08397)
H (5.40939, 0.07208, 1.87751)
I (-6.25613, 0.15962, 0.08576)
C (-4.07860, 0.23243, 0.01741)
C (-3.28752, -0.43201, -0.92135)
N (-1.99900, -0.06147, -0.72679)
N (-1.91506, 0.83873, 0.26429)
C (-3.17299, 1.04348, 0.70835)
H (-3.47791, -1.24295, -1.63567)
H (-1.19064, -0.64287, -1.04084)
H (-3.30805, 1.68575, 1.49602)
C (-1.16399, -5.24839, -1.13853)
C (-1.77920, -4.22479, -0.13539)
C (-3.16211, -4.15479, 0.11314)
C (-3.63688, -3.33602, 1.13547)
Cl (-5.38349, -3.20704, 1.37237)
C (-2.80851, -2.45397, 1.78132)
C (-1.47802, -2.46912, 1.48891)
C (-0.93720, -3.34909, 0.57833)
O (0.36302, -3.46836, 0.24113)
C (0.72616, -2.69299, -0.84635)
C (1.39406, -1.34530, -0.46075)
O (2.23453, -1.23859, 0.37964)
O (0.88269, -0.38300, -1.10959)
H (-0.68023, -4.76359, -1.99210)
H (-1.94903, -5.92797, -1.46194)
H (-0.36996, -5.72619, -0.64022)
H (-3.86452, -4.80875, -0.43425)
H (-3.26170, -1.82273, 2.51728)
H (-0.69451, -1.80846, 1.94509)
H (-0.09311, -2.62832, -1.59097)
H (1.50195, -3.29811, -1.37376)

Which charges does Löwdin predict for the atoms? In e, they are: atom 1 (Be): 0.172, atom 2 (C): -0.008, atom 3 (N): -0.135, atom 4 (C): -0.014, atom 5 (C): -0.355, atom 6 (O): 0.072, atom 7 (C): -0.023, atom 8 (O): -0.088, atom 9 (C): -0.094, atom 10 (C): -0.384, atom 11 (O): 0.119, atom 12 (N): -0.064, atom 13 (C): 0.043, atom 14 (C): -0.011, atom 15 (H): 0.101, atom 16 (H): 0.109, atom 17 (H): 0.104, atom 18 (H): 0.105, atom 19 (H): 0.117, atom 20 (H): 0.121, atom 21 (H): 0.145, atom 22 (H): 0.160, atom 23 (H): 0.170, atom 24 (H): 0.168, atom 25 (H): 0.088, atom 26 (H): 0.094, atom 27 (H): 0.094, atom 28 (H): 0.091, atom 29 (H): 0.097, atom 30 (H): 0.137, atom 31 (I): 0.775, atom 32 (C): -0.656, atom 33 (C): -0.146, atom 34 (N): 0.012, atom 35 (N): 0.045, atom 36 (C): -0.191, atom 37 (H): 0.134, atom 38 (H): 0.143, atom 39 (H): 0.075, atom 40 (C): 0.002, atom 41 (C): -0.150, atom 42 (C): -0.057, atom 43 (C): -0.634, atom 44 (Cl): 0.614, atom 45 (C): -0.129, atom 46 (C): -0.013, atom 47 (C): -0.283, atom 48 (O): -0.034, atom 49 (C): -0.105, atom 50 (C): -0.550, atom 51 (O): 0.125, atom 52 (O): 0.001, atom 53 (H): 0.075, atom 54 (H): 0.082, atom 55 (H): 0.068, atom 56 (H): 0.122, atom 57 (H): 0.108, atom 58 (H): 0.147, atom 59 (H): 0.134, atom 60 (H): 0.155



A molecular structure, C20H27Br42O2P. Source: OMol25; level of theory: ωB97M-V with the def2-TZVPD basis set.

As for the relative energy (zero: lowest compared OMol25 entry of this formula, charge and spin): 0.0000 eV.

Geometry (Å):
C (0.20925, 2.29122, 3.52268)
O (1.56497, 2.52411, 3.85385)
C (2.46909, 2.15256, 2.83246)
C (2.76722, 0.65592, 2.79740)
C (3.23218, 0.21299, 1.39574)
P (1.93751, -0.64946, 0.41809)
C (1.84486, 0.42261, -1.07920)
C (3.17448, 0.41872, -1.77083)
O (3.95959, -0.50257, -1.78889)
H (-0.39689, 2.93910, 4.15316)
H (-0.06139, 1.25648, 3.75132)
H (0.01465, 2.51396, 2.47241)
H (3.38925, 2.70489, 3.03057)
H (2.10828, 2.48534, 1.84952)
H (3.59141, 0.42124, 3.45803)
H (1.91534, 0.07036, 3.14789)
H (3.57822, 1.10521, 0.86499)
H (4.08165, -0.46083, 1.48330)
H (0.69761, -0.46443, 1.05748)
H (1.03069, 0.11052, -1.73423)
H (1.68100, 1.45660, -0.76048)
H (3.46228, 1.36250, -2.26806)
C (1.32225, -5.13288, -2.12830)
Br (0.23875, -3.54071, -2.12902)
Br (2.20378, -5.58828, -0.47146)
Br (0.28352, -6.63980, -2.72289)
H (2.09514, -4.96485, -2.86591)
C (-2.79393, -3.57553, 1.54354)
Br (-2.18123, -5.38583, 1.34514)
Br (-1.58002, -2.53313, 2.61769)
Br (-3.16104, -2.75762, -0.15628)
H (-3.73357, -3.61362, 2.07458)
C (4.92433, -5.85100, 4.37808)
Br (6.67034, -5.05355, 4.29003)
Br (3.77316, -4.91250, 5.59505)
Br (4.13311, -6.02871, 2.62754)
H (5.04701, -6.84907, 4.77168)
C (2.57791, -2.37638, -5.78377)
Br (4.05388, -2.23250, -7.00490)
Br (1.82273, -4.15048, -5.81384)
Br (3.05526, -1.82961, -4.00527)
H (1.81030, -1.70173, -6.13825)
C (-6.15885, -1.68474, 4.17982)
Br (-5.60191, -3.51692, 4.00986)
Br (-4.92550, -0.65580, 5.23770)
Br (-6.47865, -0.86942, 2.47386)
H (-7.10296, -1.68514, 4.70604)
C (-10.53042, -1.14276, 4.29296)
Br (-9.87295, -2.91861, 3.94470)
Br (-9.24277, -0.11382, 5.28139)
Br (-11.06009, -0.24962, 2.67708)
H (-11.40965, -1.23825, 4.91300)
C (6.97721, -3.88480, -9.73634)
Br (8.50377, -4.28136, -10.83325)
Br (6.40142, -5.40859, -8.72235)
Br (7.30065, -2.36725, -8.59641)
H (6.16705, -3.61584, -10.39829)
C (-4.40155, -1.36413, 8.91106)
Br (-4.16481, 0.27719, 9.88389)
Br (-2.72982, -2.04798, 8.25237)
Br (-5.35121, -2.67560, 9.94921)
H (-5.01310, -1.13853, 8.04855)
C (7.72250, 1.59136, -7.85578)
Br (8.86540, 2.14774, -6.41420)
Br (5.91444, 2.19362, -7.60536)
Br (8.41914, 2.13344, -9.56397)
H (7.69985, 0.51203, -7.84603)
C (1.45630, 6.36312, 3.40734)
Br (3.17479, 7.06811, 2.90925)
Br (0.26529, 7.74812, 4.00513)
Br (0.68029, 5.32568, 1.98845)
H (1.61580, 5.68793, 4.23665)
C (1.68790, -1.73784, -10.27223)
Br (1.68516, 0.01341, -9.48617)
Br (3.45727, -2.26957, -10.81711)
Br (0.86905, -3.03162, -9.10692)
H (1.08758, -1.68709, -11.16982)
C (-1.08942, 11.94867, 4.64096)
Br (0.31604, 11.84709, 3.33493)
Br (-2.12003, 10.32413, 4.69423)
Br (-0.41281, 12.41060, 6.37953)
H (-1.75771, 12.73989, 4.33507)
C (-9.14733, 1.43609, 9.48696)
Br (-8.28312, -0.28055, 9.39069)
Br (-8.69486, 2.52705, 7.97044)
Br (-11.05025, 1.26349, 9.69474)
H (-8.77067, 1.93702, 10.36653)
C (-2.34074, 0.68722, -10.96848)
Br (-2.44304, 2.51811, -10.39496)
Br (-0.92400, 0.42965, -12.24726)
Br (-2.18785, -0.52131, -9.48264)
H (-3.26692, 0.45453, -11.47258)

Which charges does Löwdin predict for the atoms? In e, they are: atom 1 (C): -0.144, atom 2 (O): -0.213, atom 3 (C): -0.257, atom 4 (C): -0.231, atom 5 (C): -0.411, atom 6 (P): 0.918, atom 7 (C): -0.382, atom 8 (C): -0.397, atom 9 (O): -0.105, atom 10 (H): 0.085, atom 11 (H): 0.080, atom 12 (H): 0.052, atom 13 (H): 0.129, atom 14 (H): 0.091, atom 15 (H): 0.104, atom 16 (H): 0.091, atom 17 (H): 0.075, atom 18 (H): 0.072, atom 19 (H): -0.078, atom 20 (H): 0.079, atom 21 (H): 0.072, atom 22 (H): 0.125, atom 23 (C): -1.634, atom 24 (Br): 0.522, atom 25 (Br): 0.548, atom 26 (Br): 0.557, atom 27 (H): -0.074, atom 28 (C): -1.655, atom 29 (Br): 0.577, atom 30 (Br): 0.547, atom 31 (Br): 0.553, atom 32 (H): -0.129, atom 33 (C): -1.656, atom 34 (Br): 0.572, atom 35 (Br): 0.571, atom 36 (Br): 0.546, atom 37 (H): -0.034, atom 38 (C): -1.598, atom 39 (Br): 0.532, atom 40 (Br): 0.564, atom 41 (Br): 0.715, atom 42 (H): -0.035, atom 43 (C): -1.649, atom 44 (Br): 0.629, atom 45 (Br): 0.610, atom 46 (Br): 0.582, atom 47 (H): -0.128, atom 48 (C): -1.614, atom 49 (Br): 0.593, atom 50 (Br): 0.589, atom 51 (Br): 0.588, atom 52 (H): -0.027, atom 53 (C): -1.650, atom 54 (Br): 0.589, atom 55 (Br): 0.586, atom 56 (Br): 0.559, atom 57 (H): -0.073, atom 58 (C): -1.675, atom 59 (Br): 0.565, atom 60 (Br): 0.566, atom 61 (Br): 0.559, atom 62 (H): -0.103, atom 63 (C): -1.663, atom 64 (Br): 0.576, atom 65 (Br): 0.564, atom 66 (Br): 0.570, atom 67 (H): -0.087, atom 68 (C): -1.631, atom 69 (Br): 0.578, atom 70 (Br): 0.550, atom 71 (Br): 0.637, atom 72 (H): -0.028, atom 73 (C): -1.622, atom 74 (Br): 0.548, atom 75 (Br): 0.581, atom 76 (Br): 0.562, atom 77 (H): -0.062, atom 78 (C): -1.646, atom 79 (Br): 0.568, atom 80 (Br): 0.545, atom 81 (Br): 0.575, atom 82 (H): -0.032, atom 83 (C): -1.637, atom 84 (Br): 0.549, atom 85 (Br): 0.556, atom 86 (Br): 0.577, atom 87 (H): -0.028, atom 88 (C): -1.633, atom 89 (Br): 0.581, atom 90 (Br): 0.575, atom 91 (Br): 0.565, atom 92 (H): -0.031